Record 1
189
Properties=species:S:1:pos:R:3:lowdin_charge:R:1 method="wB97M-V/def2-TZVPD" homo_ev=-8.91 total_charge=0 relative_energy_kj_mol=465.7 homo_lumo_gap_ev=7.02 smiles="O=C1C=C(O)C(=O)C=C1O.O=C1C=C(O)C(=O)C=C1O.O=C1C=C(O)C(=O)C=C1O.O=C1C=C(O)C(=O)C=C1O.O=C1C=C(O)C(=O)C=C1O.COC[C@H](C)N.COC[C@H](C)N.COC[C@H](C)N.COC[C@H](C)N.COC[C@H](C)N.COC[C@H](C)N.COC[C@H](C)N" total_energy_ev=-127418.16548 mol_weight_g_mol=1324.4 max_force_ev_per_a=4.17
C 0.2925 -9.5673 3.2358 -0.04
C -0.8409 -9.7194 2.1475 -0.42
C -0.1585 -10.3246 0.9446 -0.23
O 0.7798 -9.4250 0.3125 -0.19
C 1.5165 -9.9593 -0.7955 -0.11
N -1.9401 -10.6126 2.5362 0.04
H 0.8082 -10.5255 3.2989 0.07
H -0.1899 -9.3365 4.1856 0.07
H 1.0147 -8.8303 2.8846 0.08
H -1.1774 -8.7269 1.8478 0.14
H -0.9536 -10.6577 0.2775 0.12
H 0.5117 -11.1224 1.2646 0.12
H 2.1987 -9.2246 -1.2233 0.08
H 0.8799 -10.1895 -1.6498 0.07
H 2.0235 -10.9197 -0.7025 0.08
H -1.4912 -11.5113 2.6405 0.07
H -2.6010 -10.8040 1.7968 0.06
C -5.9223 5.6343 5.4670 -0.08
C -5.3039 4.4733 4.7817 -0.45
C -3.9508 4.7350 4.0058 -0.21
O -4.1604 5.6047 2.9492 -0.20
C -2.9243 5.8814 2.2449 -0.08
N -5.1406 3.3842 5.7012 0.02
H -6.1048 6.4222 4.7363 0.08
H -5.3106 6.0637 6.2604 0.08
H -6.8240 5.3195 5.9923 0.08
H -6.0939 4.1345 4.1115 0.13
H -3.5386 3.8802 3.4696 0.12
H -3.2457 5.1011 4.7521 0.12
H -2.1815 6.3481 2.8919 0.09
H -3.2204 6.5227 1.4147 0.09
H -2.4988 4.9851 1.7935 0.08
H -5.9185 3.1665 6.3075 0.07
H -4.5317 3.7808 6.4026 0.06
C -2.9815 -5.1584 -6.5572 -0.05
C -2.6394 -6.4468 -5.7471 -0.41
C -3.4499 -7.7323 -5.9997 -0.25
O -4.7376 -7.6235 -5.5723 -0.17
C -4.9479 -7.5084 -4.1330 -0.07
N -1.2006 -6.5949 -5.8925 0.01
H -3.7607 -4.5969 -6.0417 0.07
H -3.1406 -5.2768 -7.6290 0.07
H -2.1170 -4.4945 -6.5583 0.06
H -2.7932 -6.2046 -4.6955 0.12
H -2.9249 -8.5876 -5.5743 0.12
H -3.4970 -7.8903 -7.0772 0.13
H -4.6980 -6.5035 -3.7926 0.08
H -4.4199 -8.2370 -3.5180 0.09
H -5.9955 -7.7162 -3.9150 0.08
H -0.7947 -5.7807 -5.4538 0.06
H -0.8248 -6.5167 -6.8268 0.07
C -4.3080 5.0156 12.1630 -0.08
C -3.1089 4.3317 12.8281 -0.42
C -1.8907 4.0724 11.8269 -0.19
O -2.2938 3.5910 10.5737 -0.19
C -1.1847 3.2671 9.7839 -0.13
N -2.7015 5.0552 13.9941 0.02
H -5.1771 5.0858 12.8171 0.07
H -4.6643 4.4772 11.2848 0.07
H -4.2150 6.0601 11.8655 0.07
H -3.4966 3.3691 13.1617 0.13
H -1.1590 3.4861 12.3827 0.12
H -1.4009 5.0001 11.5310 0.12
H -0.6235 4.1323 9.4309 0.09
H -1.5065 2.7885 8.8590 0.08
H -0.5423 2.5108 10.2350 0.09
H -3.4664 5.1750 14.6428 0.07
H -2.5317 5.9787 13.6220 0.07
C 8.0170 0.3975 3.6429 -0.10
C 6.8097 0.1923 4.5415 -0.38
C 5.5599 1.0310 4.0524 -0.16
O 5.8883 2.4551 4.0749 -0.21
C 4.8845 3.2773 3.4415 -0.10
N 6.5684 -1.2690 4.3295 0.00
H 7.6650 0.4900 2.6154 0.08
H 8.7736 -0.3860 3.6856 0.07
H 8.5694 1.3027 3.8949 0.07
H 7.0775 0.2999 5.5926 0.13
H 4.7302 0.9796 4.7574 0.12
H 5.2354 0.6355 3.0899 0.11
H 4.4357 3.8505 4.2528 0.08
H 4.1159 2.7541 2.8726 0.08
H 5.3969 3.9828 2.7874 0.08
H 6.2354 -1.5402 3.4154 0.06
H 7.4620 -1.7250 4.4465 0.05
C 0.4829 -1.9654 1.5523 -0.07
C 0.1224 -1.9088 0.0441 -0.42
C 0.2648 -0.5331 -0.5745 -0.19
O -0.3031 -0.6915 -1.8858 -0.19
C 0.0348 0.3472 -2.7635 -0.13
N 0.9425 -2.9974 -0.5493 0.03
H 0.1575 -2.8063 2.1647 0.07
H 0.0531 -1.0986 2.0543 0.07
H 1.5667 -2.0301 1.6480 0.07
H -0.9236 -2.1976 -0.0589 0.13
H 1.3257 -0.2828 -0.5855 0.13
H -0.2418 0.2417 0.0009 0.13
H 1.0846 0.3541 -3.0569 0.09
H -0.2656 1.3246 -2.3860 0.08
H -0.5484 0.3221 -3.6840 0.08
H 0.5974 -3.1099 -1.4918 0.06
H 0.7027 -3.9429 -0.2872 0.07
C -1.9276 1.1765 -14.8524 -0.06
C -2.5999 2.2064 -13.8608 -0.40
C -1.5258 2.8082 -12.9156 -0.28
O -0.6439 1.9461 -12.3318 -0.17
C -1.3282 1.1103 -11.2702 -0.04
N -3.1368 3.3436 -14.6270 0.02
H -2.6389 0.6801 -15.5126 0.07
H -1.4692 0.3382 -14.3279 0.06
H -1.0282 1.6012 -15.2982 0.08
H -3.4450 1.7417 -13.3529 0.13
H -1.9074 3.4778 -12.1448 0.12
H -0.9605 3.5341 -13.5001 0.12
H -0.6604 0.5719 -10.5978 0.08
H -1.9485 0.3577 -11.7570 0.07
H -2.0674 1.5518 -10.6018 0.08
H -2.3396 3.5507 -15.2115 0.06
H -3.8832 3.1700 -15.2849 0.07
C -4.3769 9.8122 -5.0956 0.07
C -4.5091 8.5304 -5.4936 -0.18
C -3.3814 7.5996 -5.8296 -0.31
O -3.4648 6.4970 -6.3996 0.10
C -2.1116 8.0866 -5.4064 0.05
C -1.9368 9.3508 -5.0306 -0.17
C -3.0485 10.4015 -4.9073 -0.27
O -2.8509 11.6158 -4.6430 0.08
O -0.7256 9.8641 -4.5736 0.07
O -5.7658 7.9547 -5.4926 0.09
H -5.2565 10.4268 -4.9731 0.13
H -1.2595 7.4246 -5.4513 0.14
H -0.7759 10.7448 -4.1949 0.10
H -5.6884 7.0512 -5.8078 0.10
C 7.8027 -4.0510 -5.9837 0.05
C 9.1323 -4.2557 -5.9450 -0.20
C 9.8985 -4.4253 -4.6158 -0.30
O 11.0667 -4.6976 -4.5598 0.13
C 9.0169 -4.3300 -3.4239 0.08
C 7.6789 -4.1630 -3.5413 -0.22
C 6.9793 -3.9370 -4.8234 -0.29
O 5.7437 -3.6120 -4.8938 0.06
O 6.9138 -4.0264 -2.4199 0.09
O 9.8718 -4.2982 -7.0595 0.11
H 7.4025 -3.8180 -6.9595 0.14
H 9.3669 -4.3770 -2.4032 0.13
H 5.9953 -3.9636 -2.6919 0.10
H 10.7940 -4.4650 -6.8516 0.11
C 2.0877 -5.3804 11.2780 0.08
C 2.7932 -4.5581 10.4885 -0.23
C 3.2374 -3.2580 10.9954 -0.28
O 3.9149 -2.4303 10.3499 0.09
C 2.7271 -2.9131 12.3926 0.09
C 1.9259 -3.7418 13.1071 -0.22
C 1.5792 -5.1287 12.6471 -0.32
O 1.1358 -6.0065 13.3492 0.13
O 1.4168 -3.2931 14.2809 0.09
O 3.2612 -4.8603 9.2440 0.10
H 1.7869 -6.3403 10.8850 0.13
H 3.0284 -1.9216 12.6967 0.13
H 0.8507 -3.9514 14.6905 0.11
H 3.6998 -4.1057 8.8443 0.11
C 8.2078 6.4654 -3.8571 0.07
C 6.8981 6.3994 -3.6777 -0.27
C 6.1475 5.2954 -3.0086 -0.30
O 4.9156 5.2757 -2.7575 0.08
C 7.0190 4.2336 -2.6091 0.06
C 8.3509 4.2172 -2.8513 -0.24
C 9.1378 5.3926 -3.4086 -0.25
O 10.3785 5.3845 -3.5322 0.09
O 9.1273 3.2468 -2.4530 0.13
O 6.1371 7.3599 -4.1638 0.12
H 8.5494 7.3816 -4.3157 0.14
H 6.6474 3.3127 -2.1846 0.14
H 10.0425 3.4745 -2.6326 0.11
H 5.2972 7.3523 -3.6990 0.12
C -8.1504 2.3312 -0.5764 0.09
C -9.3796 1.7730 -0.4045 -0.24
C -9.6851 0.3077 -0.5249 -0.31
O -10.7954 -0.1690 -0.3794 0.12
C -8.5102 -0.4364 -1.0353 0.07
C -7.2889 0.0790 -1.2976 -0.21
C -6.9827 1.5177 -1.0001 -0.35
O -5.8790 1.9405 -1.1043 0.14
O -6.2544 -0.7198 -1.6736 0.10
O -10.3826 2.5071 0.0586 0.11
H -7.8866 3.3707 -0.4490 0.13
H -8.6328 -1.4804 -1.2832 0.13
H -5.4483 -0.1985 -1.6750 0.11
H -11.1118 1.9065 0.2294 0.11

***

Record 2
190
Properties=species:S:1:pos:R:3:lowdin_charge:R:1 method="wB97M-V/def2-TZVPD" homo_ev=-8.31 total_charge=0 relative_energy_kj_mol=0.0 homo_lumo_gap_ev=8.09 smiles="CC1(C)CCCC(C)(C)N1O.CC1(C)CCCC(C)(C)N1O.C[C@H]1COC(=O)O1.C[C@H]1COC(=O)O1.C[C@H]1COC(=O)O1.C[C@H]1COC(=O)O1.C[C@H]1COC(=O)O1.C[C@H]1COC(=O)O1.C[C@H]1COC(=O)O1.C[C@H]1COC(=O)O1.C[C@H]1COC(=O)O1.C[C@H]1COC(=O)O1" total_energy_ev=-130236.41995 mol_weight_g_mol=1335.4 max_force_ev_per_a=2.53
C -5.7737 -0.8978 5.6231 -0.02
C -4.4276 -1.3671 5.1343 -0.29
C -4.3921 -1.9785 3.7375 -0.08
O -3.1771 -1.4753 3.1780 0.04
C -2.7689 -0.4033 3.8979 -0.56
O -1.8451 0.2743 3.5682 0.15
O -3.4832 -0.2748 5.0243 0.09
H -6.3612 -0.3763 4.8672 0.09
H -5.6765 -0.2079 6.4619 0.09
H -6.3162 -1.7654 6.0007 0.09
H -4.0111 -2.0221 5.9036 0.16
H -5.2260 -1.7492 3.0685 0.13
H -4.3921 -3.0698 3.7558 0.13
C -4.6102 -4.3686 -3.8429 -0.02
C -3.4607 -5.1610 -3.2902 -0.31
C -2.0843 -4.8029 -3.9182 -0.08
O -1.3663 -4.1918 -2.8624 0.05
C -1.9554 -4.4769 -1.6787 -0.53
O -1.5596 -4.3305 -0.5651 0.16
O -3.2195 -4.8943 -1.9152 0.09
H -4.5556 -3.2871 -3.7171 0.08
H -5.4867 -4.6753 -3.2638 0.09
H -4.7694 -4.6229 -4.8891 0.10
H -3.6160 -6.2227 -3.4796 0.15
H -2.2424 -4.1413 -4.7710 0.14
H -1.5439 -5.6574 -4.3318 0.12
C 5.8549 0.1124 -2.9825 -0.02
C 5.3952 -0.9999 -3.8995 -0.31
C 3.9390 -0.8969 -4.3746 -0.08
O 4.0321 -0.7721 -5.7892 0.08
C 5.3268 -0.8413 -6.1744 -0.57
O 5.6992 -0.7743 -7.2990 0.16
O 6.1546 -0.9705 -5.1156 0.09
H 5.2854 0.1054 -2.0481 0.07
H 5.5369 1.0231 -3.5053 0.09
H 6.9099 0.1688 -2.7322 0.08
H 5.5773 -1.9492 -3.3916 0.14
H 3.4074 -0.0700 -3.9031 0.12
H 3.4212 -1.8228 -4.1213 0.12
C 1.0452 -7.1765 -2.8463 -0.01
C 1.5335 -5.9337 -3.5395 -0.31
C 1.7918 -4.6832 -2.7052 -0.08
O 3.0079 -4.1584 -3.2297 0.05
C 3.6331 -5.1225 -3.9608 -0.56
O 4.7212 -5.0106 -4.4161 0.17
O 2.8310 -6.1863 -4.1184 0.09
H 0.6977 -7.9105 -3.5705 0.09
H 0.1658 -6.9168 -2.2430 0.08
H 1.7847 -7.5889 -2.1645 0.10
H 0.8964 -5.6834 -4.3974 0.15
H 1.9686 -4.9621 -1.6638 0.14
H 0.9555 -4.0002 -2.7650 0.12
C -0.4577 5.6194 -3.0287 -0.01
C -0.2778 4.2660 -2.3751 -0.31
C -1.5040 3.3430 -2.3530 -0.08
O -1.0138 2.0651 -2.7622 0.04
C 0.2845 2.1808 -3.1371 -0.56
O 0.9767 1.2807 -3.4832 0.16
O 0.6528 3.4705 -3.1113 0.08
H -0.9171 6.3320 -2.3499 0.09
H -1.0795 5.5433 -3.9240 0.09
H 0.5302 5.9264 -3.3737 0.09
H 0.0640 4.4331 -1.3488 0.14
H -2.3402 3.6349 -2.9900 0.13
H -1.8726 3.3026 -1.3310 0.11
C -1.1675 0.1636 0.2057 0.00
C 0.0398 -0.5593 0.7346 -0.30
C 0.3003 -1.9036 0.0589 -0.07
O 1.6799 -1.8387 -0.3301 0.08
C 2.1931 -0.6368 0.0010 -0.56
O 3.3445 -0.3407 -0.0379 0.14
O 1.2083 0.1928 0.3664 0.08
H -2.0549 -0.2199 0.7153 0.08
H -1.2004 0.2135 -0.8815 0.09
H -1.1543 1.2068 0.5441 0.08
H -0.0239 -0.6202 1.8232 0.13
H -0.3411 -2.0121 -0.8172 0.12
H 0.1281 -2.7921 0.6606 0.11
C -4.0399 2.8460 3.9065 -0.02
C -3.2729 3.8736 3.1401 -0.29
C -1.9886 3.4326 2.3871 -0.07
O -2.2501 3.8293 1.0454 0.04
C -3.3917 4.5522 0.9597 -0.56
O -3.6897 5.2365 0.0413 0.17
O -4.0749 4.4822 2.1224 0.09
H -3.4052 2.3559 4.6493 0.09
H -4.5048 1.9974 3.3949 0.08
H -4.8662 3.3078 4.4516 0.09
H -2.9361 4.6554 3.8273 0.15
H -1.8556 2.3521 2.4470 0.10
H -1.1106 3.9125 2.8137 0.12
C 2.6450 -1.7101 3.3342 0.01
C 3.2983 -0.3284 3.3853 -0.28
C 2.2986 0.8350 3.4882 -0.09
O 2.1222 1.0023 4.8914 0.06
C 3.1244 0.3505 5.5345 -0.58
O 3.1617 0.2132 6.7041 0.18
O 3.9650 -0.2208 4.6516 0.10
H 3.3286 -2.5348 3.1608 0.09
H 1.8294 -1.7079 2.6052 0.07
H 2.1309 -1.8800 4.2877 0.10
H 3.8741 -0.2528 2.4679 0.11
H 1.3630 0.5930 2.9948 0.12
H 2.8290 1.7203 3.1236 0.12
C 5.6635 -2.7574 -0.1546 -0.02
C 6.8662 -1.9383 0.2600 -0.28
C 6.5196 -0.6151 1.0085 -0.04
O 7.5800 -0.6817 1.9980 0.05
C 8.0067 -1.9386 2.2093 -0.60
O 8.7081 -2.2532 3.1079 0.17
O 7.4981 -2.7461 1.2727 0.09
H 5.0785 -2.2592 -0.9302 0.06
H 4.9248 -2.9396 0.6251 0.08
H 6.0632 -3.6665 -0.5944 0.09
H 7.5472 -1.7642 -0.5734 0.15
H 5.5338 -0.6102 1.4567 0.09
H 6.6731 0.2445 0.3632 0.13
C -1.6395 -4.3899 2.8447 -0.03
C -0.4227 -5.2777 2.8714 -0.30
C -0.3009 -6.3336 1.7480 -0.08
O 0.9373 -6.0119 1.1177 0.06
C 1.5544 -5.0005 1.7714 -0.59
O 2.6331 -4.6245 1.5010 0.18
O 0.7505 -4.4772 2.7116 0.08
H -1.6328 -3.7396 3.7178 0.08
H -2.6008 -4.9110 2.8142 0.09
H -1.6761 -3.8233 1.9100 0.07
H -0.4052 -5.7966 3.8313 0.15
H -1.1105 -6.3528 1.0235 0.12
H -0.2548 -7.2940 2.2643 0.13
C -5.9224 -0.1246 -4.4733 -0.03
C -5.3567 0.4609 -3.1749 -0.51
C -5.5555 1.9777 -3.2791 -0.13
C -5.4811 2.6924 -1.9387 -0.18
C -6.4721 2.0992 -0.9428 -0.13
C -6.3234 0.5701 -0.7391 -0.52
N -6.1006 -0.0291 -2.0343 -0.11
O -6.1250 -1.4455 -1.9525 -0.02
C -5.1686 0.3142 0.2435 -0.02
C -7.6426 0.0786 -0.1564 -0.04
C -3.8572 0.1872 -3.0510 -0.02
H -5.3657 0.2165 -5.3431 0.09
H -6.9487 0.2311 -4.5875 0.09
H -5.9326 -1.2133 -4.4154 0.07
H -4.7566 2.3697 -3.9148 0.12
H -6.5205 2.2561 -3.7115 0.12
H -5.7074 3.7553 -2.0217 0.12
H -4.4928 2.5911 -1.4767 0.09
H -7.5032 2.3335 -1.2160 0.12
H -6.2889 2.5096 0.0545 0.12
H -4.8187 -0.7172 0.2043 0.08
H -4.3297 0.9670 -0.0243 0.07
H -5.4371 0.6203 1.2592 0.08
H -8.4298 0.0410 -0.9092 0.09
H -7.5169 -0.8704 0.3727 0.08
H -8.0382 0.7293 0.6330 0.09
H -3.2696 1.0003 -2.6200 0.06
H -3.3908 0.1034 -4.0427 0.09
H -3.6014 -0.7466 -2.5469 0.08
H -6.8752 -1.6881 -2.5067 0.10
C 2.3404 4.5415 3.8527 -0.03
C 3.1524 5.0757 2.6802 -0.50
C 4.6244 4.8986 3.0028 -0.15
C 5.5802 5.1283 1.8429 -0.16
C 5.1176 4.3631 0.5830 -0.13
C 3.6223 4.4379 0.2729 -0.52
N 2.8546 4.2773 1.4921 -0.10
O 1.4803 4.0230 1.2683 -0.02
C 3.3326 5.7072 -0.5542 -0.03
C 3.3262 3.2546 -0.6490 -0.03
C 2.8094 6.5844 2.4822 -0.01
H 1.2771 4.4057 3.6723 0.07
H 2.4368 5.2156 4.7081 0.09
H 2.7653 3.6017 4.2170 0.07
H 4.9439 5.4581 3.8864 0.13
H 4.7297 3.8564 3.3357 0.12
H 6.5306 4.7096 2.1788 0.11
H 5.7459 6.1676 1.5510 0.11
H 5.4303 3.3236 0.7238 0.11
H 5.7085 4.7426 -0.2530 0.12
H 2.2559 5.8129 -0.6957 0.08
H 3.8157 6.5938 -0.1403 0.08
H 3.7900 5.6211 -1.5437 0.09
H 2.2730 3.2597 -0.9259 0.07
H 3.9443 3.2795 -1.5451 0.09
H 3.5527 2.3246 -0.1213 0.07
H 2.3863 6.7807 1.5008 0.06
H 3.6571 7.2638 2.5870 0.08
H 2.0378 6.8891 3.1924 0.07
H 1.3801 3.0924 1.5033 0.09